{"formula": "C17H19ClN2O5", "method": "the ωB97M-V functional and the def2-TZVPD basis", "symbols": ["C", "H", "O", "C", "C", "C", "C", "C", "C", "H", "H", "O", "C", "C", "C", "C", "N", "O", "C", "O", "N", "H", "C", "C", "C", "H", "H", "H", "C", "H", "H", "O", "C", "H", "H", "H", "H", "H", "H", "H", "Cl", "H", "H", "H"], "positions_angstrom": [[-5.6495, -3.5693, 0.1731], [-4.6065, -3.8941, 0.1040], [-5.8926, -2.4371, -0.6278], [-5.2162, -1.2914, -0.3533], [-5.5058, -0.2027, -1.1798], [-4.8751, 1.0046, -0.9825], [-3.9353, 1.1764, 0.0424], [-3.6542, 0.0898, 0.8537], [-4.2845, -1.1321, 0.6627], [-4.0294, -1.9467, 1.3206], [-2.9363, 0.1706, 1.6541], [-3.3804, 2.4235, 0.1506], [-2.4309, 2.6524, 1.1554], [-1.1574, 1.9007, 0.9320], [-0.5634, 1.4164, -0.1986], [0.6257, 0.8139, 0.2836], [0.7094, 0.9448, 1.5872], [-0.3899, 1.6111, 1.9973], [1.6811, 0.1367, -0.5148], [1.6508, 0.0825, -1.7268], [2.6433, -0.4104, 0.2557], [2.5848, -0.2574, 1.2509], [3.8174, -1.0438, -0.2915], [5.0377, -0.1163, -0.2992], [5.3688, 0.3927, 1.0959], [6.2815, 0.9832, 1.0736], [5.5138, -0.4417, 1.7796], [4.5656, 1.0231, 1.4720], [5.0166, 0.9649, -1.3952], [5.2032, 1.9871, -1.0551], [4.1420, 0.9467, -2.0497], [6.1680, 0.3978, -2.0269], [6.2377, -0.6716, -1.0863], [6.0755, -1.6434, -1.5626], [7.1910, -0.6830, -0.5502], [4.0453, -1.9412, 0.2924], [3.5720, -1.3334, -1.3167], [-0.9008, 1.4666, -1.2109], [-2.2322, 3.7296, 1.1109], [-2.8248, 2.4152, 2.1539], [-5.2374, 2.3419, -2.0035], [-6.2272, -0.3232, -1.9707], [-6.2965, -4.3513, -0.2206], [-5.9050, -3.3824, 1.2210]], "atomic_forces_ev_per_a": [[0.032, -0.147, 0.103], [-0.027, 0.022, 0.013], [-0.074, 0.196, -0.182], [0.137, 0.247, 0.049], [0.082, -0.148, 0.157], [0.153, -0.088, 0.199], [-0.113, -0.131, -0.009], [0.038, 0.365, -0.037], [-0.220, -0.301, -0.104], [-0.003, -0.101, 0.042], [0.077, 0.032, 0.072], [-0.022, -0.163, -0.173], [0.105, 0.161, 0.409], [0.383, -0.309, -1.002], [-0.164, 0.216, 0.642], [-0.845, 0.588, 0.459], [0.925, -0.555, -0.332], [-0.621, 0.316, 0.069], [0.323, -0.279, 0.295], [-0.201, 0.136, -0.166], [0.121, -0.019, 0.217], [-0.081, 0.002, -0.039], [0.344, 0.089, -0.268], [-0.198, -0.141, 0.263], [-0.046, -0.087, -0.330], [0.076, 0.077, 0.041], [0.039, -0.071, 0.149], [-0.051, 0.081, 0.112], [-0.248, 0.093, 0.077], [-0.005, -0.005, 0.021], [-0.002, 0.017, 0.026], [0.363, 0.144, -0.491], [-0.052, -0.163, 0.158], [0.007, -0.029, 0.008], [-0.020, -0.031, 0.014], [-0.035, 0.009, -0.068], [0.067, -0.080, 0.130], [-0.130, 0.030, -0.234], [-0.043, -0.203, 0.091], [0.036, 0.035, -0.110], [-0.106, 0.145, -0.195], [-0.087, 0.030, -0.110], [0.068, 0.022, 0.067], [0.022, 0.002, -0.031]], "mulliken_charge": [-0.816, 0.335, -0.442, 0.799, -0.577, 0.371, 0.288, -0.483, -0.753, 0.369, 0.376, -0.453, -0.724, 0.262, -0.228, 0.652, -0.538, -0.190, 0.127, -0.670, -0.051, 0.359, -1.624, 1.880, -1.917, 0.533, 0.374, 0.384, -0.592, 0.290, 0.235, -0.418, -0.827, 0.281, 0.305, 0.409, 0.561, 0.525, 0.362, 0.400, -0.210, 0.474, 0.229, 0.333], "de_lowest_kj_mol": 12.94, "lumo_energy_ev": 0.6, "e_tot_ha": -1605.02382, "smiles": "COc1ccc(OCc2cc(C(=O)NCC3(C)COC3)no2)c(Cl)c1", "max_force_ev_per_a": 1.13, "molar_mass_g_mol": 366.8, "orbital_gap_ev": 8.98}

{"formula": "C17H19ClN4O5S7SbW", "method": "the ωB97M-V functional and the def2-TZVPD basis", "symbols": ["W", "S", "C", "C", "N", "C", "S", "C", "N", "S", "Sb", "S", "S", "N", "C", "N", "C", "C", "O", "C", "C", "H", "H", "H", "H", "H", "H", "H", "H", "O", "Cl", "O", "O", "O", "S", "C", "C", "C", "C", "C", "C", "H", "H", "H", "H", "H", "C", "S", "C", "H", "H", "H", "H", "H", "H"], "positions_angstrom": [[1.1456, 0.1073, -0.0316], [0.7831, 0.1777, -2.9047], [1.5372, -1.1110, -3.6601], [1.9138, -0.9257, -5.0355], [2.2000, -0.7588, -6.1385], [1.8055, -2.3571, -3.0498], [1.3914, -2.7006, -1.4789], [2.4482, -3.3771, -3.8381], [2.9402, -4.2131, -4.4584], [-3.6271, 2.7580, 0.8152], [-1.7057, 2.3198, -0.2841], [-1.2206, -0.4264, -0.3933], [-0.2189, 1.5792, 1.4574], [1.0419, -1.4196, 1.2662], [2.0565, -0.9658, 1.9450], [2.8007, -1.6922, 2.8303], [4.1099, -1.2294, 3.2594], [5.2079, -1.9785, 2.5164], [5.0326, -3.3905, 2.6279], [3.7830, -3.7707, 2.0633], [2.6436, -3.1352, 2.8387], [4.2067, -1.4012, 4.3382], [4.1822, -0.1622, 3.0598], [6.1838, -1.7551, 2.9514], [5.2133, -1.6753, 1.4646], [3.7329, -4.8598, 2.1077], [3.7319, -3.4515, 1.0143], [2.6744, -3.4869, 3.8766], [1.6771, -3.3736, 2.3980], [5.5404, -0.1578, -0.2644], [4.2365, 0.5703, -0.5859], [3.0518, -0.5500, -0.6401], [2.3756, 0.2922, 1.7246], [1.6778, 1.6451, -0.6055], [-1.5726, -2.6792, 0.2819], [-3.2282, -2.7424, -0.2965], [-3.5203, -2.6411, -1.6594], [-4.8330, -2.6907, -2.1030], [-5.8740, -2.8471, -1.1977], [-5.5930, -2.9427, 0.1600], [-4.2837, -2.8834, 0.6086], [-2.7044, -2.5214, -2.3612], [-5.0428, -2.6035, -3.1623], [-6.8991, -2.8824, -1.5462], [-6.4007, -3.0454, 0.8750], [-4.0606, -2.9257, 1.6672], [-2.0813, -2.4845, 4.0461], [-1.9217, -0.8607, 3.2812], [-2.5639, 0.1528, 4.6232], [-1.3900, -2.6093, 4.8822], [-1.8271, -3.2085, 3.2723], [-3.1030, -2.6668, 4.3893], [-3.5254, -0.2264, 4.9752], [-2.7127, 1.1498, 4.2090], [-1.8647, 0.2131, 5.4595]], "atomic_forces_ev_per_a": [[0.713, -1.038, -0.998], [0.098, 0.105, 0.214], [-0.024, -0.080, -0.018], [-0.023, 0.003, 0.014], [-0.006, -0.005, -0.003], [0.022, 0.018, -0.039], [-0.131, -0.023, 0.182], [-0.009, 0.021, 0.009], [0.007, -0.003, 0.007], [0.004, -0.001, -0.015], [-0.019, -0.009, -0.142], [-0.128, 0.886, -0.064], [-0.401, -0.631, 0.417], [0.323, -0.028, 0.093], [-0.272, 0.040, 0.221], [0.102, 0.095, 0.000], [0.003, 0.009, -0.018], [0.000, -0.008, 0.014], [-0.003, 0.000, -0.009], [0.007, -0.004, 0.002], [-0.031, 0.026, 0.046], [-0.004, -0.015, 0.000], [0.005, -0.004, 0.013], [0.000, 0.012, -0.010], [-0.008, -0.008, -0.002], [0.006, 0.000, 0.011], [-0.005, -0.007, -0.001], [-0.018, -0.009, -0.002], [0.001, 0.007, -0.018], [0.007, 0.023, 0.020], [-0.052, -0.074, -0.142], [-0.195, -0.190, 0.091], [-0.040, 0.196, -0.123], [0.111, 0.995, 0.055], [-0.019, -0.281, 0.160], [0.041, 0.015, 0.018], [-0.021, -0.019, -0.008], [0.015, 0.002, -0.009], [-0.008, -0.001, 0.010], [-0.004, -0.001, -0.007], [-0.021, 0.017, -0.001], [0.005, 0.002, 0.005], [-0.002, 0.001, -0.001], [-0.002, 0.002, -0.001], [-0.002, -0.002, 0.001], [0.009, 0.016, -0.001], [0.042, 0.030, 0.038], [-0.064, -0.118, -0.013], [0.014, 0.028, -0.012], [-0.016, 0.013, 0.013], [0.001, 0.000, 0.001], [-0.001, -0.004, -0.012], [-0.011, 0.013, -0.009], [0.019, 0.006, 0.010], [-0.014, -0.014, 0.013]], "mulliken_charge": [0.821, -0.127, 0.576, -0.110, -0.543, 0.533, 0.002, -0.103, -0.563, -0.676, 0.297, 0.085, -0.354, -0.008, 0.558, 0.082, -0.759, -0.352, -0.451, -0.476, -0.586, 0.333, 0.371, 0.349, 0.227, 0.361, 0.282, 0.293, 0.316, -0.657, 0.563, -0.608, -0.746, -0.701, -0.208, 0.240, -0.254, -0.552, -0.376, -0.576, -0.325, 0.471, 0.354, 0.341, 0.351, 0.226, -1.052, 0.362, -0.996, 0.373, 0.229, 0.323, 0.278, 0.300, 0.261], "de_lowest_kj_mol": 0.00, "lumo_energy_ev": [4.1, 2.5], "e_tot_ha": -4809.20573, "max_force_ev_per_a": 1.61, "multiplicity": 4, "s_squared": 3.805, "molar_mass_g_mol": 924.9, "total_charge": -2, "orbital_gap_ev": [5.89, 5.52]}

{"formula": "C17H19IrN2OS6Si", "method": "the ωB97M-V functional and the def2-TZVPD basis", "symbols": ["Ir", "C", "Si", "C", "C", "C", "C", "C", "C", "N", "C", "S", "H", "H", "H", "H", "H", "H", "H", "H", "H", "H", "H", "H", "O", "C", "C", "C", "C", "C", "C", "N", "H", "H", "H", "H", "H", "H", "H", "S", "C", "S", "C", "C", "S", "S", "S"], "positions_angstrom": [[-1.1257, -0.4489, -1.2652], [3.9418, 1.1859, 1.3290], [3.2909, -0.3960, 2.1671], [3.7663, -0.3896, 4.0156], [3.9480, -1.9713, 1.3260], [1.3875, -0.3927, 2.0454], [0.5618, -0.3921, 3.1549], [-0.8253, -0.4225, 3.0181], [-1.3726, -0.4381, 1.7553], [-0.5968, -0.4104, 0.6690], [0.7527, -0.4039, 0.7945], [1.5647, -0.4059, -0.7115], [5.0231, 1.2438, 1.3930], [3.5367, 2.0832, 1.7871], [3.6712, 1.1965, 0.2785], [4.8468, -0.3889, 4.1195], [3.3963, -1.2662, 4.5388], [3.3958, 0.4902, 4.5333], [5.0298, -2.0274, 1.3906], [3.6782, -1.9803, 0.2751], [3.5434, -2.8712, 1.7796], [0.9994, -0.3701, 4.1394], [-1.4725, -0.4288, 3.8785], [-2.4437, -0.4622, 1.5910], [-1.4116, -0.2432, -3.4898], [-1.1208, 1.0748, -3.9472], [-1.0774, 2.0773, -2.8178], [-1.1002, 3.4259, -3.1090], [-1.0731, 4.3615, -2.0770], [-1.0649, 3.8835, -0.7644], [-1.0207, 2.5308, -0.5474], [-0.9880, 1.6211, -1.5458], [-0.9484, -0.8854, -4.0432], [-1.9076, 1.3759, -4.6534], [-0.1586, 1.0888, -4.4710], [-1.1182, 3.7474, -4.1405], [-1.0652, 5.4182, -2.2842], [-1.0728, 4.5574, 0.0766], [-1.0042, 2.1322, 0.4571], [-6.2715, -5.7350, -1.4537], [-5.1437, -4.5048, -1.3773], [-3.4172, -4.8007, -1.4376], [-2.9417, -3.1219, -1.3063], [-3.9572, -2.1833, -1.2828], [-3.7797, -0.5071, -1.1377], [-5.5895, -2.8128, -1.4208], [-1.2659, -2.8317, -1.2302]], "atomic_forces_ev_per_a": [[-0.149, -0.737, 0.067], [-0.174, -0.602, 0.252], [0.248, -0.017, 0.040], [-0.239, 0.002, -0.679], [-0.181, 0.610, 0.257], [0.264, 0.017, 0.156], [-0.052, -0.011, -0.207], [-0.040, 0.064, -0.068], [-0.325, 0.002, 0.332], [0.018, -0.144, 0.011], [-0.217, 0.027, 0.095], [-1.686, -0.082, -1.294], [0.266, -0.037, 0.062], [-0.128, 0.110, 0.160], [-0.055, -0.014, -0.151], [0.231, -0.001, -0.056], [-0.106, -0.191, 0.040], [-0.106, 0.192, 0.045], [0.252, 0.048, 0.071], [-0.055, 0.005, -0.132], [-0.128, -0.095, 0.146], [0.044, -0.025, 0.229], [-0.100, -0.027, 0.087], [0.073, -0.035, -0.122], [0.039, -0.116, 0.597], [-0.068, 0.262, -0.240], [0.166, -0.619, 0.649], [0.111, 0.629, 0.296], [-0.018, -0.852, 0.168], [0.110, 0.499, -0.596], [0.160, -0.723, -0.214], [-0.762, 0.830, -0.306], [-0.051, -0.146, 0.256], [0.212, -0.027, 0.137], [-0.059, -0.002, 0.064], [-0.082, -0.006, -0.062], [-0.051, 0.133, -0.050], [-0.013, 0.049, 0.078], [0.028, -0.087, -0.019], [0.692, 0.769, 0.161], [-0.608, -0.735, -0.573], [-0.994, 0.524, 0.243], [-2.195, 1.016, -0.045], [1.126, -2.513, -0.218], [2.576, 1.720, 0.064], [0.583, -0.790, 0.276], [1.444, 1.126, -0.007]], "mulliken_charge": [1.296, -1.030, 0.248, -1.122, -1.028, -0.024, -0.084, -0.979, -0.113, -0.752, 0.438, -0.451, 0.346, 0.338, 0.320, 0.315, 0.326, 0.318, 0.348, 0.326, 0.347, 0.419, 0.430, 0.528, -0.548, -0.383, 0.487, -0.778, -0.353, -0.751, -0.132, -0.169, 0.330, 0.356, 0.336, 0.459, 0.428, 0.435, 0.397, -0.250, 0.085, -0.087, 0.123, 0.216, -0.456, -0.102, -0.402], "de_lowest_kj_mol": 129.66, "lumo_energy_ev": -0.6, "e_tot_ha": -3626.98779, "max_force_ev_per_a": 3.10, "molar_mass_g_mol": 680.1, "orbital_gap_ev": 5.72}

{"formula": "C17H19N3O4S", "method": "the ωB97M-V functional and the def2-TZVPD basis", "symbols": ["C", "H", "O", "C", "C", "C", "C", "C", "C", "C", "H", "H", "H", "H", "S", "O", "O", "N", "C", "C", "C", "C", "C", "C", "H", "N", "C", "O", "N", "C", "H", "H", "H", "C", "H", "H", "H", "H", "H", "H", "H", "H", "H", "H"], "positions_angstrom": [[-3.5918, 0.9143, 2.2498], [-2.6572, 1.2873, 2.6796], [-3.4642, 0.6726, 0.8667], [-2.5475, -0.2289, 0.4399], [-1.7320, -0.9810, 1.2798], [-0.7890, -1.8407, 0.7415], [-0.6724, -1.9525, -0.6259], [-1.5020, -1.2377, -1.4720], [-2.4502, -0.3750, -0.9588], [-3.3545, 0.4253, -1.8400], [-4.3945, 0.2163, -1.5962], [-3.1906, 1.4885, -1.6723], [-3.1778, 0.1951, -2.8862], [-1.3978, -1.3649, -2.5385], [0.7051, -2.8467, -1.3297], [1.4765, -3.4225, -0.2714], [0.2991, -3.6850, -2.4177], [1.5924, -1.5935, -2.0517], [1.5197, -0.3443, -1.4319], [1.1951, 0.8052, -2.1516], [1.0191, 2.0285, -1.5214], [1.1491, 2.0674, -0.1480], [1.5017, 0.9124, 0.5754], [1.7121, -0.2966, -0.0518], [1.9902, -1.1903, 0.4790], [1.5355, 1.2617, 1.9044], [1.2039, 2.5954, 2.0412], [1.1129, 3.2141, 3.0794], [0.9804, 3.0822, 0.7708], [0.6245, 4.4456, 0.4956], [1.3740, 4.9175, -0.1430], [-0.3502, 4.4986, 0.0057], [0.5807, 4.9673, 1.4510], [1.8472, 0.3993, 3.0096], [1.1487, -0.4386, 3.0494], [1.7629, 0.9941, 3.9186], [2.8636, 0.0120, 2.9192], [0.7664, 2.9095, -2.0891], [1.0721, 0.7368, -3.2221], [1.4492, -1.5827, -3.0504], [-0.1365, -2.4242, 1.3706], [-1.8139, -0.8931, 2.3512], [-4.3608, 1.6794, 2.3423], [-3.9108, 0.0163, 2.7871]], "atomic_forces_ev_per_a": [[-0.047, 0.064, 0.270], [-0.016, -0.029, -0.025], [0.082, -0.143, -0.380], [0.209, -0.148, -0.133], [-0.193, 0.132, 0.120], [-0.040, -0.150, -0.070], [0.493, -0.562, -0.046], [-0.225, 0.069, 0.096], [0.005, 0.016, 0.074], [0.007, -0.010, 0.078], [-0.102, 0.046, -0.056], [-0.045, 0.105, -0.052], [-0.001, -0.002, -0.089], [-0.043, 0.087, -0.191], [-0.133, 0.173, -0.395], [-0.053, 0.280, 0.234], [-0.144, 0.155, -0.163], [-0.278, -0.940, 0.074], [0.204, 0.876, 0.335], [0.117, -0.424, -0.045], [0.037, 0.136, 0.348], [0.085, -0.477, -0.211], [-0.114, 0.090, -0.568], [0.174, 0.447, 0.045], [0.080, -0.079, 0.169], [-0.001, 0.025, -0.101], [-0.077, 0.175, 0.204], [0.005, 0.182, 0.330], [0.060, -0.064, 0.049], [-0.034, 0.129, 0.025], [-0.028, 0.016, 0.015], [0.014, 0.027, 0.011], [-0.010, -0.003, -0.089], [0.040, -0.037, 0.151], [0.011, -0.002, 0.035], [0.009, -0.084, -0.045], [-0.016, -0.008, 0.032], [-0.033, 0.112, -0.070], [-0.063, -0.023, -0.139], [-0.098, -0.134, -0.095], [0.091, -0.004, 0.143], [-0.025, 0.019, 0.106], [0.067, -0.061, 0.046], [0.030, 0.023, -0.030]], "mulliken_charge": [-0.880, 0.335, -0.466, 0.951, -0.626, -0.677, -0.111, -0.739, 0.961, -1.635, 0.352, 0.316, 0.415, 0.358, 1.236, -0.655, -0.735, -0.312, -0.226, -0.995, -0.820, 0.439, 0.301, -0.289, 0.835, 0.086, 0.521, -0.695, 0.056, -1.115, 0.343, 0.332, 0.373, -1.063, 0.296, 0.385, 0.340, 0.462, 0.362, 0.374, 0.549, 0.459, 0.256, 0.347], "de_lowest_kj_mol": 98.98, "lumo_energy_ev": 0.5, "e_tot_ha": -1522.65684, "smiles": "COc1ccc(S(=O)(=O)Nc2ccc3c(c2)n(C)c(=O)n3C)cc1C", "max_force_ev_per_a": 0.98, "molar_mass_g_mol": 361.4, "orbital_gap_ev": 8.39}